1.
The following is a DFT calculation (wB97M-V/def2-TZVPD) of C20H37F9NO11Zr as an isolated structure in a non-equilibrium geometry.

Geometry as XYZ:
```
79
Properties=species:S:1:pos:R:3
Zr 1.002 0.441 0.337
F 5.403 -3.044 -1.261
F 5.116 -0.916 -1.299
F 3.450 4.849 -3.151
F 3.292 3.046 -4.010
F 4.578 3.170 -2.427
F -1.552 -1.131 -3.881
F -3.046 -1.811 -2.541
F -3.368 -0.157 -3.690
F 5.277 -1.943 0.664
O 3.000 1.215 1.586
O -2.511 0.007 -0.589
O 2.350 -1.118 -0.413
O 0.846 3.170 -2.633
O -0.261 1.983 1.269
O 2.008 1.879 -1.160
O -2.998 -2.848 2.083
O -0.431 0.050 -1.422
O 1.787 -0.136 2.485
O 2.747 -3.081 0.465
O 3.485 0.628 3.755
N -0.603 -1.043 1.231
C -2.040 3.542 1.119
C -0.768 3.195 1.799
C -2.447 -0.725 -2.966
C 2.084 3.122 -1.880
C -2.146 -2.967 0.956
C -4.514 0.181 0.870
C -1.804 0.180 -1.808
C -0.044 -3.102 2.426
C 0.640 4.279 -3.421
C 3.144 -5.193 1.489
C 4.738 -2.025 -0.562
C 2.806 0.551 2.622
C -3.935 -3.841 2.370
C 3.352 3.550 -2.832
C -3.886 0.434 -0.513
C 3.175 -2.291 -0.598
C 0.229 4.412 1.702
C -0.669 -2.485 1.134
C 2.577 -4.481 0.293
C -0.759 4.229 -3.957
H -2.469 4.331 1.737
H -1.497 -0.785 0.839
H -2.288 -4.005 0.652
H -2.071 1.192 -2.113
H -4.525 -0.144 -1.182
H -3.522 -4.831 2.562
H 1.286 4.160 1.790
H -0.671 4.882 -4.825
H 0.085 5.033 0.818
H -2.804 2.766 1.166
H 1.878 3.958 -1.210
H 3.069 -2.657 -1.619
H -4.020 1.495 -0.727
H -0.101 -2.708 0.231
H -4.511 -3.862 1.445
H 0.232 5.186 2.469
H 0.132 -4.176 2.366
H 2.756 -4.663 2.359
H -0.871 3.228 -4.374
H -4.226 0.860 1.672
H -1.548 4.784 -3.450
H 1.549 -4.750 0.050
H -1.900 4.033 0.156
H -2.709 -2.458 0.174
H 3.052 -4.928 -0.580
H -5.600 0.203 0.772
H -0.648 -2.920 3.315
H 0.965 -2.694 2.487
H -0.961 3.046 2.861
H -4.654 -3.604 3.155
H 2.861 -6.239 1.606
H 0.680 5.245 -2.918
H 4.226 -5.073 1.435
H 3.162 -0.211 4.092
H -4.195 -0.820 1.158
H 1.388 4.267 -4.214
H -0.837 -0.919 2.206
```

Net charge: -1
2S+1: 1
DFT total energy in eV: -71093.6492
ΔE to the lowest compared entry with this formula, charge and spin in eV: 6.1569

---

2.
The following is a DFT calculation (wB97M-V/def2-TZVPD) of a 7-piece molecular cluster, BrH12O6 overall.

Geometry as XYZ:
```
19
Properties=species:S:1:pos:R:3
Br -19.336 23.406 -9.832
O -17.726 20.467 -9.390
O -21.340 24.260 -12.649
O -22.094 25.135 -8.490
O -18.815 22.147 -13.007
O -19.349 22.934 -6.447
O -17.896 25.695 -7.495
H -18.398 19.803 -9.567
H -18.210 21.321 -9.449
H -21.883 25.113 -7.551
H -17.020 25.557 -7.870
H -18.687 22.774 -12.273
H -21.328 24.131 -11.689
H -20.616 24.873 -12.810
H -19.666 21.746 -12.809
H -19.464 23.270 -7.357
H -18.492 25.272 -8.137
H -21.504 24.466 -8.880
H -18.627 23.467 -6.096
```

Net charge: -1
2S+1: 1
DFT total energy in eV: -82526.2897
ΔE to the lowest compared entry with this formula, charge and spin in eV: 0.1798

---

3.
The following is a DFT calculation (wB97M-V/def2-TZVPD) of one molecule with the formula C4H8O2S in a non-equilibrium geometry.

Geometry as XYZ:
```
15
Properties=species:S:1:pos:R:3
S 0.202 -1.731 1.419
O 1.508 1.403 -0.841
O -0.506 1.798 -1.887
C 0.866 0.738 0.266
C 0.722 1.854 -1.858
C -1.584 -1.462 1.371
C 0.637 -0.742 -0.092
H -2.071 -2.240 1.998
H 1.569 -1.107 -0.519
H -1.999 -1.543 0.369
H -0.074 1.190 0.487
H 1.212 2.318 -2.735
H -1.801 -0.420 1.675
H -0.181 -0.856 -0.804
H 1.502 0.799 1.152
```

2S+1: 1
DFT total energy in eV: -19207.5390
ΔE to the lowest compared entry with this formula, charge and spin in eV: 0.8592

---

4.
The following is a DFT calculation (wB97M-V/def2-TZVPD) of one molecule with the formula C6H10O.

Geometry as XYZ:
```
17
Properties=species:S:1:pos:R:3
O -0.716 1.027 0.227
C 0.942 -0.611 -2.265
C 0.753 -0.642 1.253
C -1.500 -1.164 0.242
C 0.181 2.073 -0.077
C 0.408 -0.527 -1.188
C -0.237 -0.310 0.131
H 1.013 -1.706 1.229
H 0.995 1.734 -0.728
H 1.679 -0.068 1.146
H -2.174 -0.929 -0.585
H -1.258 -2.230 0.214
H -0.389 2.838 -0.616
H 0.604 2.521 0.833
H -2.004 -0.930 1.185
H 0.298 -0.412 2.223
H 1.406 -0.664 -3.226
```

2S+1: 1
DFT total energy in eV: -8429.3223
ΔE to the lowest compared entry with this formula, charge and spin in eV: 1.9181

---

5.
The following is a DFT calculation (wB97M-V/def2-TZVPD) of one molecule with the formula C3H3NO4 in a non-equilibrium geometry.

Geometry as XYZ:
```
11
Properties=species:S:1:pos:R:3
O 0.223 -1.961 0.055
O 2.462 -0.252 -0.157
O -0.920 1.226 -0.006
O -2.506 -0.522 -0.249
N -1.071 -0.138 -0.082
C 0.573 1.405 0.051
C 0.040 -0.736 0.090
C 1.175 0.162 0.097
H 2.283 -1.155 -0.402
H -2.964 -0.476 0.809
H 0.706 2.449 -0.205
```

2S+1: 1
DFT total energy in eV: -12833.8092
ΔE to the lowest compared entry with this formula, charge and spin in eV: 6.5139

---

6.
The following is a DFT calculation (wB97M-V/def2-TZVPD) of an isolated ion of composition C8H6N5O and charge +1 in a non-equilibrium geometry.

Geometry as XYZ:
```
20
Properties=species:S:1:pos:R:3
O -1.330 -3.337 2.248
N -2.198 -2.114 0.401
N -0.465 -1.217 -1.098
N 0.001 0.573 0.165
N -0.972 -0.145 0.766
N 1.244 0.249 -1.829
C -1.214 -1.202 -0.015
C 1.467 -1.111 -3.974
C 0.291 1.942 2.137
C 1.409 -0.527 -2.942
C 0.553 1.834 0.693
C -1.779 -2.748 1.381
C -0.161 1.847 3.235
C 0.299 -0.105 -0.944
H 1.485 -1.374 -5.010
H 0.090 2.661 0.142
H -0.700 1.872 4.160
H -1.455 0.020 1.638
H 1.632 1.811 0.506
H 1.802 1.071 -1.662
```

Net charge: +1
2S+1: 1
DFT total energy in eV: -17879.4968

---

7.
The following is a DFT calculation (wB97M-V/def2-TZVPD) of a 2-piece molecular cluster, C22H46F2N2O4 overall in a non-equilibrium geometry.

Geometry as XYZ:
```
76
Properties=species:S:1:pos:R:3
F -0.368 -4.127 -2.674
F -1.673 2.290 -3.245
O -1.227 3.433 -0.679
O 1.338 4.638 1.611
O 3.258 -2.005 -1.385
O 0.466 2.691 4.496
N -2.808 -0.687 0.674
N -1.552 0.658 -1.621
C -1.477 -0.822 -1.314
C -1.795 0.945 -3.063
C -2.466 1.425 -0.698
C -3.396 0.546 0.167
C -1.636 2.373 0.156
C -2.531 -1.677 -2.013
C -0.548 1.210 6.113
C 2.401 -4.282 -1.454
C 0.944 4.029 0.392
C 0.648 0.791 -3.702
C 0.283 -2.694 -0.144
C -1.456 -0.971 0.186
C -0.756 2.089 4.907
C -0.504 4.426 0.047
C 3.614 -3.380 -1.237
C -1.051 -2.369 0.524
C 1.120 -3.671 0.683
C 1.811 -4.769 -0.140
C 1.657 3.723 2.655
C 4.435 -1.211 -1.478
C -0.768 0.276 -3.949
C 0.472 2.871 3.093
H 1.577 4.433 -0.394
H 0.004 -3.139 -1.104
H 0.662 1.816 -3.336
H 0.850 -1.796 -0.390
H -0.946 -2.466 1.607
H 1.863 -3.140 1.279
H -0.771 -0.273 0.684
H -2.164 -2.179 -2.896
H -1.070 4.672 0.944
H -0.608 1.025 -1.457
H 1.110 2.952 0.388
H 2.765 -5.160 -1.983
H -2.889 -0.777 1.676
H -3.106 2.068 -1.287
H -1.818 -3.078 0.237
H 4.224 -0.195 -1.154
H -0.243 0.218 5.799
H -1.479 1.085 6.657
H 0.563 1.881 2.637
H 1.134 -5.606 -0.271
H 1.122 0.177 -2.938
H -0.753 1.839 0.513
H 0.482 -4.165 1.413
H -0.506 -1.149 -1.668
H -0.821 -0.803 -3.884
H -1.141 1.465 4.095
H -3.682 1.164 1.015
H 4.767 -1.182 -2.515
H -2.255 2.766 0.961
H -0.471 5.338 -0.534
H -1.087 0.520 -4.957
H 2.005 4.307 3.501
H -2.812 0.699 -3.341
H -4.315 0.369 -0.388
H 2.493 3.108 2.317
H 3.972 -3.519 -0.210
H 2.644 -5.151 0.456
H 1.236 0.756 -4.604
H 5.198 -1.634 -0.825
H 0.202 1.593 6.796
H -3.418 -1.082 -2.220
H 1.640 -3.847 -2.102
H -1.502 2.866 5.087
H 4.413 -3.682 -1.917
H -0.441 3.375 2.775
H -2.860 -2.416 -1.299
```

2S+1: 1
DFT total energy in eV: -40160.6142

---

8.
The following is a DFT calculation (wB97M-V/def2-TZVPD) of a 3-piece molecular cluster, C4H15NO2 overall in a non-equilibrium geometry.

Geometry as XYZ:
```
22
Properties=species:S:1:pos:R:3
O -5.050 2.582 -0.279
O 0.972 4.689 -0.068
N -0.846 -0.702 0.563
C 0.423 -1.451 0.582
C 2.356 -0.428 -0.663
C 1.110 -1.298 -0.774
C 0.293 -2.910 1.046
H -0.124 -3.553 0.270
H 1.436 -2.311 -1.026
H 2.995 -0.586 -1.536
H 1.282 -3.263 1.321
H 0.782 5.590 -0.357
H -1.631 -1.190 0.146
H -5.354 3.420 0.077
H 1.377 4.244 -0.816
H 0.537 -0.979 -1.638
H -5.192 2.595 -1.228
H 3.016 -0.779 0.137
H -1.130 -0.301 1.441
H 0.937 -1.011 1.426
H -0.375 -2.996 1.907
H 2.189 0.638 -0.534
```

2S+1: 1
DFT total energy in eV: -9975.8681
ΔE to the lowest compared entry with this formula, charge and spin in eV: 1.2182

---

| no. | HOMO level (eV) |
| --- | --- |
| 1 | -5.882 |
| 2 | -6.039 |
| 3 | -8.852 |
| 4 | -9.904 |
| 5 | -9.336 |
| 6 | -13.050 |
| 7 | -7.108 |
| 8 | -8.693 |